{"formula": "C6H15N2", "method": "ωB97M-V with the def2-TZVPD basis set", "elements": ["C", "C", "C", "N", "C", "C", "C", "N", "H", "H", "H", "H", "H", "H", "H", "H", "H", "H", "H", "H", "H", "H", "H"], "xyz": [[2.7876, -1.2957, -1.4339], [1.6904, -1.1598, -0.3696], [0.6371, -0.1986, -0.7142], [-1.2976, 2.6249, 0.4329], [-0.7319, 1.6561, -0.3199], [-0.1393, 0.4999, 0.1680], [-0.1290, 0.2034, 1.6629], [-2.9663, -0.8467, 0.3924], [2.4671, -1.5457, -2.4437], [3.2993, -0.3331, -1.4768], [1.1939, -2.1252, -0.1846], [2.1933, -0.8846, 0.5579], [-2.2220, -0.3321, -0.0734], [0.1406, -0.4772, -1.6520], [-0.7964, 3.5085, 0.4185], [-1.5964, 2.3870, 1.3764], [-0.9332, 1.7629, -1.3829], [-1.0911, 0.2234, 2.1605], [0.5584, 0.9517, 2.0806], [0.3689, -0.7495, 1.7980], [3.5342, -2.0047, -1.0919], [-3.7812, -0.2407, 0.3176], [-3.1864, -1.6243, -0.2228]], "lowdin_charge": [-0.072, -0.220, 0.045, 0.162, -0.063, -0.294, -0.013, 0.042, 0.084, 0.084, 0.157, 0.124, -0.034, 0.161, 0.144, 0.122, 0.154, 0.086, 0.107, 0.080, 0.084, 0.029, 0.028], "charge": 1, "spin_multiplicity": 1, "total_energy_ha": -346.804509}

{"formula": "C6H15N2O3P", "method": "ωB97M-V with the def2-TZVPD basis set", "elements": ["N", "P", "N", "C", "C", "O", "C", "C", "H", "H", "H", "H", "H", "H", "H", "H", "H", "H", "H", "H", "C", "C", "O", "O", "H", "H", "H"], "xyz": [[2.7058, 1.7088, -2.2960], [2.2870, 0.4187, -1.6144], [0.5212, -0.0059, -1.5457], [0.2951, -1.3067, -0.8121], [-1.1953, -1.6157, -0.7034], [-1.9699, -0.5480, -0.2172], [-1.7014, 0.6893, -0.8326], [-0.2317, 1.0300, -0.7694], [2.0843, 2.3839, -2.7053], [2.5528, 0.2558, -0.2457], [2.7100, -0.7814, -2.2119], [0.1558, -0.1002, -2.4969], [0.8134, -2.1009, -1.3510], [0.7406, -1.1926, 0.1806], [-1.5791, -1.9741, -1.6701], [-1.3017, -2.4254, 0.0180], [-2.0363, 0.6723, -1.8845], [-2.2792, 1.4464, -0.3076], [-0.0527, 2.0388, -1.1364], [0.1767, 0.8906, 0.2385], [-1.0418, 0.0750, 3.2467], [0.4958, 0.0775, 3.1192], [0.9800, 0.7169, 2.1312], [1.1224, -0.5450, 3.9817], [-1.5207, 0.6441, 2.4488], [-1.4065, -0.9538, 3.2259], [-1.3245, 0.5014, 4.2095]], "lowdin_charge": [-0.238, 0.782, -0.222, -0.131, -0.171, -0.106, -0.175, -0.138, -0.008, 0.048, 0.020, 0.159, 0.126, 0.127, 0.131, 0.143, 0.133, 0.141, 0.133, 0.090, -0.042, -0.778, -0.144, -0.050, 0.042, 0.062, 0.065], "spin_multiplicity": 1, "total_energy_ha": -914.089495}

{"formula": "C6H15N2Si", "method": "ωB97M-V with the def2-TZVPD basis set", "elements": ["C", "C", "C", "C", "C", "C", "N", "N", "Si", "H", "H", "H", "H", "H", "H", "H", "H", "H", "H", "H", "H", "H", "H", "H"], "xyz": [[-0.8670, 0.1088, 0.0142], [0.5615, 0.5294, 0.4018], [-1.8873, 1.1929, 0.2371], [0.9345, 1.8368, -0.2893], [1.3368, -1.7450, 0.8446], [-2.4428, -1.5110, -0.7322], [1.6359, -0.4600, 0.2108], [-1.1299, -1.0507, -0.4002], [3.1548, -0.2213, -0.4847], [0.5070, 0.7072, 1.4876], [-1.5950, 1.8784, 1.0271], [-2.8441, 0.7478, 0.4995], [-2.0322, 1.7556, -0.6855], [0.1849, 2.6010, -0.1093], [1.0101, 1.6863, -1.3647], [1.8764, 2.2156, 0.1044], [0.4164, -2.1261, 0.3974], [2.1397, -2.4623, 0.7014], [1.1708, -1.6048, 1.9138], [-2.3466, -2.5332, -1.0941], [-2.9138, -0.9007, -1.5070], [-3.0955, -1.5064, 0.1446], [3.5236, 0.9724, -1.2145], [4.0471, -1.3488, -0.3095]], "lowdin_charge": [-0.315, -0.333, -0.017, -0.076, -0.099, -0.100, -0.266, 0.004, 1.051, 0.165, 0.088, 0.082, 0.104, 0.084, 0.092, 0.069, 0.076, 0.073, 0.108, 0.079, 0.094, 0.093, -0.031, -0.028], "charge": 1, "spin_multiplicity": 1, "smiles": "C/N=C(\\C)[C@H](C)[N+](C)=[SiH2]", "total_energy_ha": -636.318993}

{"formula": "C6H15N2Si", "method": "ωB97M-V with the def2-TZVPD basis set", "elements": ["C", "C", "C", "C", "C", "C", "N", "N", "Si", "H", "H", "H", "H", "H", "H", "H", "H", "H", "H", "H", "H", "H", "H", "H"], "xyz": [[1.4287, 0.2341, 1.0281], [1.7890, -0.4914, -1.0353], [3.0740, 0.0936, -0.5143], [-1.5647, 1.9785, -0.0386], [-2.2501, 0.7328, 0.2915], [-1.5337, -0.4181, -0.4129], [0.8774, -0.3953, 0.1068], [2.6683, 0.5285, 0.7902], [-1.8870, -2.2355, 0.2490], [0.8971, 0.5971, 2.0278], [1.4416, 0.0513, -1.8043], [1.8049, -1.5439, -1.2665], [3.7772, -0.7077, -0.6288], [3.4590, 1.0192, -0.9974], [-2.2504, 2.8213, 0.2814], [-1.4376, 1.9751, -1.0556], [-0.6646, 1.9015, 0.4862], [-2.2442, 0.5123, 1.3946], [-3.3066, 0.6356, 0.0042], [-1.2608, -0.2636, -1.4099], [3.3042, 0.5193, 1.5742], [-3.0457, -1.7801, 0.9605], [-0.9702, -3.0023, 1.0145], [-2.1059, -2.7623, -1.0457]], "lowdin_charge": [-0.253, -0.140, -0.127, -0.100, -0.320, -0.067, 0.046, 0.037, 0.754, 0.196, 0.080, 0.124, 0.121, 0.141, 0.127, 0.058, 0.044, 0.129, 0.145, 0.052, 0.158, -0.057, -0.076, -0.072], "charge": 1, "spin_multiplicity": 1, "total_energy_ha": -636.218990}

Relative energy (zero: lowest compared OMol25 entry of this formula, charge and spin) list, top to bottom, in eV: 2.9405; 1.6483; 1.8375; 4.5587
HOMO-LUMO gap list, top to bottom, in eV: 7.82; 6.69; 7.37; 7.81
LUMO level list, top to bottom, in Ha: -0.217; -0.018; -0.193; -0.188